Molecular formula: C23H39F3O12SY
Method: DFT, ωB97M-V/def2-TZVPD

```
79
C23H39F3O12SY | the Open Molecules 2025 dataset | ωB97M-V/def2-TZVPD
Y -1.11951 -4.31787 -1.99810
S 0.40660 -1.71081 0.17477
F -1.07484 0.45780 -0.86584
F -1.87221 -0.34147 1.06720
F -0.00700 0.79074 0.93157
O 0.40735 -2.43769 1.46015
O -2.71166 -0.13718 -3.14923
O -0.26258 -2.50460 -0.88252
O 5.86645 -5.39299 2.79687
O -0.84332 4.06518 2.29165
O -2.71190 -4.51864 -0.28376
O 1.68152 -1.17867 -0.26443
O 2.45086 3.89462 -0.94163
O -2.64434 -2.27864 -2.37310
O -0.39496 -2.49558 -3.61069
O 0.78792 -1.59489 -5.30270
O 3.96992 -4.43511 2.20575
C 5.14846 -4.40873 2.84178
C -2.21975 2.29785 3.10919
C 2.94029 2.60646 -0.51788
C 2.84522 2.75528 1.01478
C -3.25252 -4.75081 1.00436
C -4.71125 -0.84683 -1.83499
C -2.94776 -3.56003 1.84218
C 4.28869 -2.19284 2.79653
C -2.13042 4.20673 1.71610
C -3.56698 0.99238 -3.02062
C -4.96254 0.50976 -2.53329
C -0.84120 2.99502 3.26745
C 0.93202 0.65647 -4.67361
C 0.66196 -0.25732 -3.47185
C 0.26903 -1.53540 -4.10146
C 2.62128 4.90756 0.10469
C 3.31291 4.14239 1.25234
C -3.25603 -1.18416 -2.48265
C 3.26497 -3.21178 2.42264
C 1.51249 -0.42615 -5.52130
C -2.73201 2.79068 1.83993
C 5.33901 -3.01857 3.53123
C -0.73810 -0.10946 0.32098
H -2.33985 2.13809 1.05992
H 3.10200 4.49073 2.26342
H -2.96926 -5.69938 1.46053
H 2.41712 1.72956 -0.89926
H 1.50991 1.51639 -4.33497
H 1.82526 2.62723 1.37724
H -0.12879 0.09875 -2.81152
H -5.76212 0.42321 -3.26901
H 1.68363 5.33352 0.46172
H 3.97151 2.40581 -0.80846
H -3.34422 -3.78426 2.83245
H 0.06314 1.00065 -5.23459
H -4.64105 -0.84910 -0.74725
H -3.41155 -2.61650 1.55449
H -2.06918 1.24327 3.34002
H 6.32482 -2.58510 3.36275
H 3.24873 5.62254 -0.42749
H -2.80932 2.84050 3.84813
H 1.53223 -0.53958 -2.87935
H 5.13893 -3.01453 4.60270
H -3.10161 1.76318 -2.40630
H -3.60526 1.36024 -4.04596
H 2.88362 -2.91437 1.44580
H 2.54413 -0.68632 -5.28435
H 2.41029 -3.37738 3.07854
H -0.86988 3.35119 4.29722
H -3.80250 2.99004 1.79076
H -0.00250 2.32630 3.07378
H -4.33641 -4.78591 0.89457
H 4.37788 4.32930 1.11447
H -5.22080 -1.73698 -2.20390
H -5.29855 1.26012 -1.81764
H -2.10149 4.58537 0.69439
H 3.41361 1.95077 1.48147
H -1.87111 -3.48149 1.99300
H -2.61470 4.92262 2.38024
H 3.79655 -1.35322 3.28737
H 4.82582 -1.85769 1.90925
H 1.52526 -0.25055 -6.59699
```

Properties
Total charge: +2
E_HOMO (spin up / spin down): -12.66 / -12.66 eV
Spin multiplicity: 2
Kohn-Sham gap (spin up / spin down): 3.6 / 1.7 eV
Expectation value of S²: 0.76